No. 1
Formula: C45H61BGeN11O2RhSeTe
Source: the Open Molecules 2025 dataset
Level of theory: the ωB97M-V functional and the def2-TZVPD basis

Calculated values
Spin multiplicity: 5
Charge: +2
Orbital gap (spin up / spin down) in eV: 7.78 / 5.45
Energy above the lowest of the compared OMol25 structures with the same formula, charge and spin in eV: 0.000

Element x y z (Å)
1 C 0.000 -4.046 2.495
2 N 1.666 3.498 -0.949
3 C -5.069 -4.116 2.685
4 H 1.659 3.997 -1.821
5 C -4.860 -3.139 3.686
6 H -3.104 -2.112 7.391
7 C -3.498 1.760 2.060
8 H 2.631 -3.956 2.070
9 H -5.656 -5.012 2.761
10 C 4.907 -0.507 2.096
11 N -0.117 2.200 -1.618
12 N -4.083 -2.179 3.219
13 C 0.725 -3.110 1.749
14 H -3.823 1.535 6.938
15 C -5.389 -3.133 5.077
16 H -4.709 -0.085 2.314
17 H 7.019 4.251 6.626
18 H -1.036 -1.995 5.072
19 H 0.384 -4.939 2.949
20 H 7.256 5.698 5.654
21 Ge -1.850 -0.006 6.541
22 N -1.676 0.606 1.474
23 H -6.093 -2.313 5.217
24 H 5.939 -2.376 4.707
25 C -2.381 -1.414 7.806
26 H 0.004 -0.166 -2.830
27 H 0.592 2.046 3.256
28 H 4.915 5.189 4.779
29 C -3.793 0.419 2.076
30 H 6.512 -3.045 0.524
31 C 5.083 -0.896 3.427
32 H -3.544 -1.863 -3.318
33 H -4.387 -2.590 -0.850
34 H -1.937 3.895 2.110
35 H 2.428 3.666 -0.316
36 C 1.461 -2.119 -2.076
37 C 5.166 2.584 2.646
38 H 3.371 5.211 2.461
39 H 2.241 -3.670 0.375
40 H 1.928 -3.220 -5.237
41 H 6.867 -3.739 2.879
42 H -1.524 -1.973 8.175
43 H -0.400 3.099 1.740
44 Se 0.281 -0.345 3.831
45 O 0.894 1.849 0.375
46 H -4.146 2.585 2.288
47 C 7.245 2.976 3.768
48 C -1.295 -3.585 2.513
49 C -1.452 3.148 1.484
50 H -4.236 -4.121 0.633
51 H -0.177 2.671 -2.504
52 H 2.649 4.412 3.843
53 H 0.463 -3.575 -3.280
54 H 7.564 0.456 2.356
55 C 7.403 4.620 5.673
56 C 0.122 1.562 4.106
57 H -0.748 1.437 -1.426
58 C 3.090 -1.690 -4.289
59 C 2.720 -0.361 -0.803
60 C 5.796 -2.069 3.679
61 H 8.468 4.402 5.631
62 H 8.291 2.737 3.907
63 C 2.475 -1.163 -2.027
64 Te 3.810 1.253 1.604
65 C -3.405 1.095 6.034
66 H -2.160 -4.016 2.984
67 C -3.483 -2.086 -1.134
68 H 0.825 -2.269 -1.213
69 H -5.896 -4.072 5.286
70 H 8.186 1.878 1.529
71 H 0.645 1.824 5.022
72 C 2.079 -2.641 -4.337
73 C 6.659 3.961 4.555
74 H -2.132 -0.962 4.169
75 N -1.565 -1.025 -0.847
76 H 2.707 3.586 2.261
77 N -1.345 -2.432 1.829
78 C -1.256 -0.955 4.826
79 H -0.705 1.156 8.455
80 B -2.633 -1.738 1.310
81 H -0.928 1.834 4.178
82 H 2.695 -2.316 1.410
83 H -1.467 0.533 -3.554
84 C 6.310 -2.840 2.653
85 O 3.732 0.412 -0.801
86 C -0.994 -0.385 -3.200
87 C 4.522 -0.143 4.600
88 N -3.790 -2.482 1.929
89 H 4.080 -0.211 -3.083
90 H -0.907 -1.050 -4.056
91 H 3.717 -1.526 -5.154
92 H 0.544 0.600 7.351
93 C 6.114 -2.452 1.336
94 N -2.686 -0.257 1.738
95 H -1.541 3.483 0.450
96 N 1.931 -0.512 0.251
97 H 5.281 -0.982 0.037
98 H 3.692 -0.706 5.030
99 H 6.679 1.148 0.977
100 C 3.294 -0.951 -3.138
101 H 4.159 0.843 4.313
102 H -0.371 2.086 7.009
103 C 3.245 4.243 2.948
104 H 5.275 -0.018 5.377
105 C 0.826 2.480 -0.710
106 Rh 0.191 -0.193 0.804
107 H -2.849 -0.921 8.658
108 C -2.161 1.846 1.665
109 C -3.053 -1.696 -2.377
110 C -0.434 1.074 7.404
111 C 7.274 1.382 1.858
112 H -4.174 0.478 5.573
113 C 2.158 -3.258 1.382
114 C 6.533 2.302 2.785
115 C -1.840 -1.027 -2.153
116 H -3.154 1.907 5.352
117 C -4.369 -3.666 1.598
118 N -0.113 -2.134 1.364
119 H -4.576 -2.998 5.790
120 N -2.571 -1.692 -0.226
121 C 5.356 4.350 4.256
122 C 5.416 -1.291 1.063
123 C 1.263 -2.850 -3.233
124 C 4.604 3.695 3.295

***

No. 2
Formula: C45H62BBr2N4O15
Source: the Open Molecules 2025 dataset
Level of theory: the ωB97M-V functional and the def2-TZVPD basis

Calculated values
Charge: -1
Orbital gap in eV: 6.82

Element x y z (Å)
1 H -2.771 1.050 5.945
2 C -1.755 -2.672 -3.787
3 C 3.216 0.752 -2.116
4 H -4.342 2.117 4.403
5 O 2.971 4.085 2.984
6 H 4.799 4.242 -0.471
7 C -0.661 0.106 0.192
8 C -3.001 3.714 3.876
9 O -4.115 1.590 -0.881
10 C 2.366 -4.228 -4.025
11 H -1.664 6.262 1.312
12 H 0.107 3.467 -2.779
13 H -4.367 3.381 0.747
14 C 1.674 -0.415 4.564
15 H 1.950 -5.861 -6.852
16 H -1.912 2.140 -4.263
17 C -4.370 -6.531 2.618
18 H 0.094 1.768 -2.204
19 H 0.482 -4.039 -3.067
20 C -1.337 5.579 3.337
21 H -4.638 -7.317 3.334
22 B -2.790 1.768 -1.188
23 C -4.352 4.357 0.261
24 C -0.535 -1.805 -4.089
25 H -0.332 -1.171 -3.220
26 H -3.748 4.164 3.228
27 H -5.415 5.023 2.007
28 H 4.220 4.149 -2.126
29 H -2.730 5.684 -0.118
30 C -3.360 2.567 4.541
31 C 0.348 -2.976 4.965
32 H 0.742 -2.114 6.771
33 H 7.794 0.504 -0.314
34 H 1.643 -2.766 -2.640
35 C -0.436 -0.749 1.426
36 H -4.436 -6.961 0.438
37 O -1.422 -3.912 3.010
38 H -0.570 -4.573 1.227
39 H 3.635 0.281 -1.223
40 H -0.806 -1.134 -4.910
41 C -1.239 2.523 5.575
42 C -1.766 4.299 4.036
43 H 6.743 2.611 0.133
44 O -1.261 6.604 3.991
45 H 5.449 2.199 -2.449
46 O 1.863 -5.209 -4.931
47 C 3.285 2.760 -0.811
48 C -0.827 1.584 0.502
49 C 0.055 -2.216 3.673
50 C -2.488 -5.563 1.602
51 C 4.515 3.543 -1.264
52 N 5.702 2.791 -1.670
53 H 3.267 -4.763 -6.399
54 C -1.661 -4.553 -5.263
55 O -2.301 -3.342 -4.916
56 Br -5.705 4.356 -1.177
57 C -0.185 2.439 -3.019
58 O -0.669 -0.338 -0.939
59 H -2.207 3.373 -3.044
60 C 6.274 1.961 -0.612
61 C 0.700 -0.992 3.530
62 O 0.879 3.871 2.793
63 C 7.314 1.004 -1.161
64 C -1.838 3.731 0.322
65 C -0.959 5.612 1.830
66 H 3.982 0.831 -2.894
67 H 1.442 -3.049 5.007
68 H 2.544 3.491 -0.478
69 H 6.644 -0.845 -3.798
70 C -0.818 -2.708 2.729
71 H -1.273 -5.084 -4.389
72 H -0.856 -4.375 -5.982
73 C -0.952 4.189 1.275
74 O -2.968 -6.532 2.525
75 H 0.099 4.085 5.068
76 H 0.532 -2.998 -5.327
77 C 0.002 3.365 1.849
78 H -2.394 -5.195 -5.755
79 C 1.251 -3.366 -3.467
80 O 2.177 1.388 2.353
81 H -0.617 -5.747 2.613
82 O 2.649 2.018 -1.841
83 H -2.398 -5.940 0.571
84 O -2.350 1.368 -2.436
85 H 2.428 0.105 -2.507
86 H -4.783 -5.596 3.027
87 H -5.241 6.306 0.731
88 H -2.966 4.494 -1.387
89 O 6.714 -0.025 -1.943
90 H -0.556 2.040 6.268
91 H -5.862 -6.100 1.042
92 C 6.966 0.084 -3.329
93 C 2.198 -4.966 -6.283
94 C -1.784 2.376 -0.102
95 C 1.028 1.093 2.107
96 O 2.828 -0.903 4.647
97 C -1.721 2.404 -3.215
98 C -4.764 5.477 1.252
99 H -3.858 5.784 1.790
100 H 0.059 6.010 1.777
101 N 2.147 4.127 2.172
102 C -2.913 4.622 -0.301
103 H 8.097 1.531 -1.715
104 C -2.480 1.943 5.402
105 C -1.158 -4.966 2.059
106 N -0.051 -2.169 6.143
107 C -5.110 -6.858 1.294
108 H 5.507 1.362 -0.107
109 H 8.032 0.227 -3.531
110 H -3.224 -4.749 1.578
111 H 3.485 2.124 0.059
112 C 0.042 2.059 1.466
113 C 0.434 -0.266 2.389
114 N 0.709 -2.469 -4.483
115 H 2.814 -4.782 -3.195
116 H -0.787 -2.649 6.650
117 O 1.258 0.542 5.252
118 H 6.396 0.905 -3.777
119 H -2.541 -1.999 -3.436
120 H -5.665 -7.803 1.361
121 C -0.893 3.669 4.914
122 H -1.579 -3.377 -2.965
123 H -4.626 1.800 -1.675
124 Br -2.313 -2.523 0.223
125 H 0.345 2.084 -3.907
126 H 1.620 -4.132 -6.695
127 H -0.126 -3.960 4.983
128 H 3.157 -3.624 -4.479
129 C -1.074 -1.956 1.577

***

No. 3
Formula: C45H62IrN6O4
Source: the Open Molecules 2025 dataset
Level of theory: the ωB97M-V functional and the def2-TZVPD basis

Calculated values
Charge: +1
Orbital gap in eV: 6.85
Energy above the lowest of the compared OMol25 structures with the same formula, charge and spin in eV: 2.549

Element x y z (Å)
1 H -1.598 4.093 -2.946
2 H 0.343 -0.215 -2.156
3 H -2.305 -7.914 0.507
4 H -0.266 -0.674 -3.749
5 C 2.858 -0.817 0.730
6 H -5.179 0.208 1.928
7 H -0.889 -1.328 5.274
8 H 5.746 -0.426 1.194
9 C 0.021 3.806 -0.444
10 H 2.614 3.720 1.828
11 H 2.363 2.506 0.558
12 C 0.233 -3.639 0.568
13 C 0.620 -0.338 -3.206
14 H 1.347 -0.574 5.056
15 C 0.883 7.977 0.146
16 C 4.094 -0.775 -3.726
17 C 3.262 -0.341 -1.502
18 H 2.210 -3.414 -2.853
19 O -5.823 -1.556 -0.322
20 H -0.245 1.166 5.339
21 C -0.482 6.124 -0.854
22 H -2.982 0.533 2.900
23 N 0.338 -2.493 0.679
24 H -2.540 -0.918 4.794
25 H 3.931 -1.180 -4.717
26 N 0.119 -4.926 0.440
27 C 5.910 0.608 0.886
28 C -0.193 2.430 -0.812
29 C 0.362 -0.236 3.115
30 C -2.951 0.705 -0.522
31 C -4.682 0.656 -2.308
32 C -5.386 1.212 0.016
33 N 2.319 -0.530 -0.417
34 H 3.882 -1.173 0.787
35 H 0.441 -5.261 2.483
36 C -1.368 -7.366 0.415
37 H 1.240 8.394 -0.797
38 N -3.657 -1.980 -0.776
39 H -4.190 0.151 -4.339
40 C -5.148 1.220 1.518
41 C 5.338 -0.275 -3.394
42 H 0.639 -6.125 -1.197
43 C 3.042 -0.796 -2.818
44 H 4.296 2.994 -1.041
45 H -1.567 -2.012 3.792
46 H -4.190 1.676 1.752
47 N -1.988 -0.282 -0.612
48 C 1.415 -0.571 3.980
49 H 1.241 2.595 1.889
50 O 0.410 1.472 -0.294
51 C 1.041 4.192 0.462
52 H -2.057 -0.515 1.826
53 C 4.753 1.157 0.043
54 H -3.847 -2.971 -0.789
55 H 6.025 2.681 -0.862
56 H -2.329 -5.725 -0.605
57 H -0.982 -7.331 2.551
58 C 4.483 0.316 -1.207
59 N 0.817 -0.276 1.833
60 H -4.367 1.690 -2.466
61 H -0.874 2.249 -1.640
62 H 6.153 -0.303 -4.106
63 H -2.568 3.680 -1.531
64 H -0.363 -4.711 -1.578
65 C 1.867 3.201 1.230
66 C 1.387 -2.709 -2.721
67 H 5.090 3.242 0.523
68 C 1.297 5.541 0.636
69 H -6.384 0.824 -0.183
70 H -1.703 1.221 1.892
71 H 3.864 1.181 0.667
72 H -4.413 -1.260 -3.313
73 C 2.526 -0.872 3.213
74 O -1.477 -2.397 -1.172
75 H -1.925 1.545 4.935
76 H 6.847 0.640 0.328
77 H 6.033 1.211 1.788
78 H 2.094 5.840 1.308
79 C -2.349 -1.586 -0.881
80 H -1.609 -6.914 -1.690
81 C -0.211 -5.521 -0.870
82 H -0.610 2.194 3.945
83 C -0.941 1.324 4.515
84 C -0.774 4.794 -1.078
85 C -4.729 -1.122 -0.572
86 C 5.502 0.307 -2.157
87 H -1.083 6.885 -1.341
88 Ir 0.138 -0.546 -0.078
89 H 1.878 -1.524 -4.403
90 H -5.324 2.231 -0.366
91 H -2.928 -0.304 -3.196
92 C -4.010 -0.247 -3.341
93 H -5.763 0.608 -2.446
94 C -1.066 -6.629 1.720
95 H -1.883 -5.939 1.951
96 C 5.058 2.604 -0.363
97 H -5.924 1.803 2.014
98 C -1.464 -6.378 -0.751
99 C 0.226 -5.842 1.588
100 H -2.549 5.337 -2.142
101 H 1.176 -2.614 -1.658
102 H 1.650 8.131 0.902
103 H -0.576 -8.095 0.215
104 C -1.027 0.086 3.612
105 C 2.137 -0.696 1.894
106 H 3.506 -1.174 3.549
107 H -0.008 8.536 0.432
108 H 1.064 -6.519 1.403
109 O -2.660 1.866 -0.308
110 H 6.448 0.774 -1.914
111 C -1.534 -1.119 4.420
112 C -1.995 0.350 2.484
113 H 0.916 0.641 -3.582
114 H 0.498 -3.117 -3.208
115 C 0.564 6.520 -0.025
116 C -4.416 0.342 -0.802
117 C -1.942 4.451 -1.971
118 C 1.740 -1.353 -3.333